Record 1
Below is the ion C3H7N with charge -1 in a non-equilibrium geometry, with properties calculated with wB97M-V/def2-TZVPD.

## Properties
frontier orbital gap (spin up / spin down) = 0.114 / 0.297 Ha
LUMO (spin up / spin down) = 4.474 / 4.320 eV
⟨S²⟩ = 0.751
HOMO (spin up / spin down) = 0.0502 / -0.1380 hartree

```
! RIJCOSX wB97M-V def2-TZVPD def2/J DEFGRID3
* xyz -1 2
C 1.331 -1.253 0.572
C 0.261 -0.680 -0.071
N -0.084 0.611 0.074
C -1.260 1.148 -0.518
H 2.359 -0.790 0.582
H 1.185 -2.340 0.802
H -0.464 -1.307 -0.576
H 0.335 0.916 1.030
H -1.004 2.106 -1.204
H -2.116 1.330 0.255
H -1.696 0.524 -1.306
*
```

***

Record 2
Below is a cluster of 12 separate species, C4H34NO13 in total in a non-equilibrium geometry, with properties calculated with wB97M-V/def2-TZVPD.

## Properties
frontier orbital gap = 0.387 Ha
LUMO = -2.675 eV
HOMO = -0.4858 hartree

```
! RIJCOSX wB97M-V def2-TZVPD def2/J DEFGRID3
* xyz 1 1
O -1.066 -2.153 -2.829
C -1.447 -2.205 -1.519
C -0.923 -0.965 -0.743
N -1.951 -0.578 0.333
C -2.756 0.608 -0.077
C -4.268 0.271 0.110
H -1.100 -3.089 -0.970
H 0.107 -1.115 -0.407
H -0.978 -0.106 -1.402
H -1.528 -0.364 1.267
H -2.563 -1.391 0.440
H -2.736 0.647 -1.170
H -2.519 1.581 0.340
H -4.504 0.030 1.131
H -4.593 -0.288 -0.766
H -4.911 1.142 -0.025
H -3.365 -2.291 -2.163
H -0.139 1.230 -3.360
O -2.858 -2.318 -1.351
H 2.276 1.463 -1.799
H 3.547 1.423 -2.728
O 3.112 0.991 -1.987
H 1.528 -2.428 -0.388
H 2.651 -3.405 -0.990
O 1.763 -3.052 -1.058
H -1.759 -0.988 3.275
H -0.767 0.140 3.266
O -1.664 -0.073 2.981
H 3.985 -0.626 0.603
H 3.333 -0.817 -0.734
O 3.556 -1.307 0.068
H 4.018 2.297 0.946
H 3.742 1.548 -0.399
O 3.387 1.735 0.494
H 2.077 3.346 2.581
H 0.692 3.929 2.413
O 1.215 3.144 2.204
H 1.208 -2.031 3.808
H 1.118 -0.968 2.711
O 0.678 -1.310 3.496
H -0.871 -1.249 -3.146
H -1.055 0.577 -4.440
O -0.611 0.426 -3.600
H 2.116 -0.862 0.921
H 1.634 0.631 0.986
O 1.344 -0.272 1.162
H -0.331 2.266 2.368
H -1.398 2.682 3.359
O -1.131 2.790 2.440
H 0.495 2.541 -0.458
H 1.733 3.016 -1.061
O 0.954 2.492 -1.312
*
```

***

Record 3
Below is a structure of composition CH2N2O3 in a non-equilibrium geometry, with properties calculated with wB97M-V/def2-TZVPD.

## Properties
frontier orbital gap (spin up / spin down) = 0.311 / 0.291 Ha
LUMO (spin up / spin down) = -0.582 / -0.807 eV
HOMO (spin up / spin down) = -0.3328 / -0.3210 hartree

```
! RIJCOSX wB97M-V def2-TZVPD def2/J DEFGRID3
* xyz 0 1
C -1.449 -0.058 -0.062
N 1.952 0.772 -0.160
N -0.358 -0.648 0.036
O 0.198 -1.649 0.293
O 2.542 0.450 0.811
O 0.810 0.597 -0.533
H -2.475 -0.480 0.056
H -1.220 1.017 -0.441
*
```

***

Record 4
Below is a cluster of 3 separate species, C2H10N2O2 in total in a non-equilibrium geometry, with properties calculated with wB97M-V/def2-TZVPD.

## Properties
frontier orbital gap = 0.301 Ha
LUMO = 0.969 eV
SMILES string = N/C=C/N.O.O
HOMO = -0.2657 hartree

```
! RIJCOSX wB97M-V def2-TZVPD def2/J DEFGRID3
* xyz 0 1
N -1.381 0.549 0.398
C -0.792 1.574 -0.386
C -0.299 1.385 -1.607
N 0.348 2.346 -2.414
H -1.314 -0.389 0.047
H -1.196 0.679 1.375
H -0.907 2.557 0.050
H -0.351 0.404 -2.069
H -0.023 2.394 -3.358
H 0.320 3.284 -2.042
O -1.141 -6.883 1.514
H -0.363 -7.371 1.808
H -1.868 -7.165 2.079
O 2.894 1.868 1.716
H 3.159 2.707 2.117
H 2.913 2.059 0.771
*
```

***

Record 5
Below is a structure of composition C23H19N6O4SSeZr in a non-equilibrium geometry, with properties calculated with wB97M-V/def2-TZVPD.

## Properties
frontier orbital gap = 0.265 Ha
LUMO = -3.901 eV
HOMO = -0.4083 hartree

```
! RIJCOSX wB97M-V def2-TZVPD def2/J DEFGRID3
* xyz 1 1
Zr 8.317 6.458 9.907
O 6.613 10.037 8.369
C 6.760 8.960 8.908
O 7.780 8.114 8.809
C 5.863 8.413 10.081
C 4.678 8.968 10.520
C 4.161 8.550 11.754
C 4.568 7.346 12.358
C 5.720 6.770 11.781
N 6.368 7.304 10.740
C 6.482 5.580 12.326
O 6.084 4.919 13.265
O 7.622 5.375 11.713
H 4.271 9.852 10.031
H 3.318 9.076 12.183
H 4.117 6.889 13.247
N 10.414 4.801 12.281
C 10.672 6.092 12.080
N 9.904 6.961 11.398
C 10.531 8.204 11.311
C 9.944 9.378 10.844
C 10.651 10.560 10.964
C 11.990 10.552 11.363
C 12.619 9.372 11.762
C 11.890 8.196 11.753
S 12.214 6.748 12.661
H 9.467 4.458 12.104
H 11.040 4.217 12.849
H 8.986 9.350 10.323
H 10.170 11.445 10.610
H 12.542 11.518 11.434
H 13.644 9.329 12.099
C 12.712 5.114 6.206
N 11.629 5.811 6.911
C 10.987 7.011 6.394
C 10.093 7.394 7.323
N 10.133 6.499 8.400
C 11.044 5.580 8.099
H 13.556 5.782 6.002
H 12.369 4.712 5.246
H 13.169 4.315 6.847
H 11.217 7.422 5.456
H 9.465 8.264 7.343
H 11.243 4.716 8.727
Se 7.644 4.058 8.938
C 6.466 4.779 7.576
C 6.629 4.392 6.247
C 5.490 4.621 5.401
N 4.459 5.353 5.750
C 4.426 5.821 7.001
C 5.356 5.532 8.004
H 7.567 3.893 5.971
H 5.468 4.296 4.365
H 3.684 6.585 7.287
H 5.165 5.662 9.084
*
```

***

For reference, E_tot by record: -173.12473 -1205.43998 -374.26620 -342.15459 -4364.03874 Ha.
For reference, energy relative to the best compared isomer or geometry (same formula, charge and spin) by record: 1.398 0.955 5.794 1.069 0.000 eV.